A cluster of 9 separate species, H17O9 in total in a non-equilibrium geometry. Source: the Open Molecules 2025 dataset; level of theory: ωB97M-V/def2-TZVPD.

Structure (XYZ):
```
26
Properties=species:S:1:pos:R:3:forces:R:3:nbo_charge:R:1
O -2.1245 -0.0453 2.5897 0.9 -0.1 0.0 -1.01
H -2.7376 -0.4558 1.9757 0.2 -0.1 0.6 0.43
H -1.1995 -0.3869 2.2630 -1.3 0.5 0.2 0.51
O 1.1120 1.5626 1.5219 0.0 -0.5 0.3 -1.03
H 0.7705 0.6124 1.4637 -0.3 1.1 -0.1 0.50
O 0.1099 0.7647 -3.7934 -0.1 0.3 -0.5 -0.95
H 0.6488 0.1017 -3.3555 0.0 -0.3 0.2 0.49
H -0.7909 0.4481 -3.7368 -0.2 -0.3 0.1 0.47
O -0.0085 -0.7633 1.3470 0.8 -0.1 -0.1 -1.19
H 0.8047 -0.9949 1.8043 0.1 -0.2 0.4 0.44
H 0.2890 -0.7920 -0.2227 -0.3 -0.3 -0.4 0.51
O 2.1624 3.6087 0.1059 0.5 -0.1 0.4 -1.00
H 2.1850 3.3023 -0.8005 -0.2 0.2 -0.6 0.48
H 2.0770 2.7308 0.5286 -0.3 0.6 0.4 0.49
O 0.0402 -3.4271 1.0933 0.5 -0.3 0.3 -0.99
H 0.2285 -2.4572 1.1151 -0.9 -0.5 -0.2 0.49
H -0.3712 -3.6146 0.2499 0.0 0.2 -0.2 0.46
O 0.4122 -1.0627 -1.1970 0.4 0.2 0.3 -1.03
H 1.2267 -1.5792 -1.1409 -0.2 0.0 -0.2 0.45
H 0.3478 2.0688 1.8298 0.2 -0.1 -0.2 0.48
O -3.2751 -1.6093 0.3002 -0.1 0.5 0.1 -0.94
H -2.3122 -1.5638 0.3829 0.1 -0.2 -0.1 0.49
H -3.5532 -0.7352 0.6195 -0.1 -0.4 -0.6 0.45
O 1.5633 1.7128 -1.7506 0.2 0.2 -0.4 -0.98
H 1.6974 1.0669 -1.0577 -0.2 -0.2 0.3 0.48
H 0.6976 1.5075 -2.1353 0.3 0.1 0.1 0.49
```
Positions in Å, forces in eV/Å.

HOMO ... -0.252 Eh
Net charge ... -1
Strongest force on any atom ... 1.43 eV/A
LUMO ... 3.118 eV